[1]
Density functional theory data (ωB97M-V/def2-TZVPD) for a cluster of 8 separate species, C32H40F24O16 in total.

Properties
- HOMO energy: -11.1 eV
- HOMO-LUMO gap: 0.4120 hartree
- Charge: 0

Each line ends with the Mulliken charge.
Geometry (Å):
1 C -22.07616 -18.08959 41.02078  -0.93
2 C -21.22383 -18.46961 39.83282  -0.07
3 O -19.85360 -18.47117 40.23820  0.00
4 C -19.00579 -19.08832 39.43932  -0.02
5 O -19.26437 -19.60570 38.39243  -0.57
6 C -17.56343 -19.05849 39.98179  1.21
7 F -16.98475 -20.23940 39.93591  -0.24
8 F -16.87997 -18.19352 39.19133  -0.26
9 F -17.51101 -18.58243 41.22490  -0.17
10 H -22.00776 -18.85064 41.79364  0.14
11 H -23.10729 -17.92961 40.71538  0.36
12 H -21.69564 -17.13592 41.39625  0.14
13 H -21.31352 -17.73789 39.02461  -0.06
14 H -21.54869 -19.40683 39.37703  0.42
15 C -25.85523 -20.02242 43.82799  -1.06
16 C -24.61211 -19.24340 44.21627  0.08
17 O -23.65245 -20.08042 44.88059  -0.30
18 C -22.86545 -20.80858 44.10941  0.43
19 O -22.92753 -20.92683 42.92086  -0.51
20 C -21.83553 -21.60235 44.95044  0.87
21 F -22.02480 -21.43632 46.27119  -0.26
22 F -21.96152 -22.90026 44.68299  -0.26
23 F -20.60769 -21.19752 44.65407  -0.23
24 H -26.36457 -20.43626 44.69602  0.33
25 H -25.53451 -20.83649 43.17623  0.31
26 H -26.55911 -19.39389 43.28750  0.33
27 H -24.88147 -18.49071 44.95599  0.32
28 H -24.17650 -18.73377 43.35944  0.02
29 C -19.58196 -14.62034 43.35510  -0.55
30 C -20.24519 -13.26047 43.16701  -0.45
31 O -19.88768 -12.37223 44.22032  -0.27
32 C -20.68753 -12.28547 45.26422  0.41
33 O -21.64994 -12.95603 45.48723  -0.52
34 C -20.24041 -11.14491 46.21221  0.83
35 F -21.15089 -10.15215 46.13787  -0.25
36 F -20.19636 -11.57474 47.46614  -0.24
37 F -19.05610 -10.63573 45.88252  -0.23
38 H -20.00869 -15.34859 42.66473  0.10
39 H -19.73669 -14.98662 44.36685  0.35
40 H -18.52899 -14.50174 43.10473  0.14
41 H -21.33188 -13.35342 43.11906  0.37
42 H -19.91689 -12.82712 42.22500  0.33
43 C -15.57444 -15.24426 40.24089  -0.81
44 C -14.37789 -15.37446 41.14780  -0.24
45 O -14.73278 -15.10541 42.51928  -0.30
46 C -15.27931 -16.10452 43.18079  0.32
47 O -15.54495 -17.19362 42.76698  -0.45
48 C -15.58307 -15.75535 44.64602  0.89
49 F -16.86482 -16.01660 44.88383  -0.23
50 F -14.85228 -16.51935 45.47471  -0.27
51 F -15.32715 -14.48310 44.94170  -0.27
52 H -15.93198 -14.20553 40.21583  0.33
53 H -16.43069 -15.82104 40.58202  0.04
54 H -15.34105 -15.46936 39.20171  0.35
55 H -13.59444 -14.67706 40.86773  0.33
56 H -13.96700 -16.38457 41.10364  0.30
57 C -15.43524 -20.61920 33.22563  -1.15
58 C -14.29697 -19.86487 33.84734  -0.25
59 O -14.55375 -19.67565 35.23490  -0.16
60 C -13.57259 -19.19577 35.97239  0.23
61 O -12.53008 -18.76446 35.58318  -0.53
62 C -13.93184 -19.18449 37.47567  1.03
63 F -13.02036 -19.88675 38.15642  -0.28
64 F -13.88414 -17.91204 37.91762  -0.25
65 F -15.13163 -19.67270 37.73398  -0.25
66 H -15.58242 -21.55560 33.76313  0.30
67 H -15.17725 -20.80030 32.18519  0.38
68 H -16.37176 -20.06795 33.30087  0.30
69 H -14.07300 -18.91238 33.35782  0.33
70 H -13.35097 -20.40073 33.70691  0.32
71 C -23.54538 -18.41858 36.76120  -0.89
72 C -22.55389 -17.27161 36.64503  -0.26
73 O -22.86135 -16.47384 35.50490  -0.31
74 C -22.19215 -16.72199 34.38953  0.38
75 O -21.32011 -17.52080 34.23788  -0.51
76 C -22.66168 -15.80423 33.23804  0.82
77 F -21.69341 -14.92240 32.97444  -0.25
78 F -22.87008 -16.52239 32.13133  -0.25
79 F -23.78374 -15.14930 33.52542  -0.24
80 H -23.57677 -18.94919 35.80985  0.36
81 H -24.53357 -18.03834 37.00612  0.22
82 H -23.23844 -19.12784 37.52886  0.27
83 H -21.52789 -17.64075 36.59359  0.48
84 H -22.56506 -16.66284 37.54968  0.23
85 C -16.08008 -22.72931 47.91383  -1.12
86 C -15.73380 -23.18550 46.52643  -0.23
87 O -16.38609 -22.34615 45.55559  -0.29
88 C -15.69549 -21.30114 45.11419  0.16
89 O -14.54719 -21.06103 45.33220  -0.54
90 C -16.59120 -20.34611 44.28916  1.03
91 F -16.19874 -20.31884 43.01416  -0.22
92 F -17.87644 -20.72983 44.30503  -0.26
93 F -16.51020 -19.13097 44.82377  -0.22
94 H -15.75179 -23.46041 48.65379  0.39
95 H -17.15092 -22.57645 48.05047  0.29
96 H -15.58555 -21.78488 48.14621  0.29
97 H -16.02297 -24.21255 46.31754  0.34
98 H -14.65484 -23.13614 46.38276  0.32
99 C -30.42029 -17.03375 39.06258  -1.21
100 C -29.25745 -17.51126 38.21727  -0.19
101 O -28.43738 -18.35933 39.03174  -0.22
102 C -27.33058 -18.79574 38.46973  0.36
103 O -27.04867 -18.71466 37.30800  -0.54
104 C -26.37768 -19.49937 39.46038  0.94
105 F -26.90573 -19.56003 40.69208  -0.26
106 F -26.15562 -20.75488 39.04022  -0.27
107 F -25.20300 -18.86168 39.51513  -0.24
108 H -30.10884 -16.49502 39.95411  0.32
109 H -31.05505 -17.88210 39.31728  0.31
110 H -31.03786 -16.37080 38.45343  0.38
111 H -28.67353 -16.68556 37.81382  0.33
112 H -29.66161 -18.08853 37.38466  0.28

[2]
Density functional theory data (ωB97M-V/def2-TZVPD) for a structure of composition C32H40N5OP2Ti.

Properties
- HOMO energy (alpha / beta): -11.2 / -11.2 eV
- Multiplicity: 2
- HOMO-LUMO gap (alpha / beta): 0.1074 / 0.1197 hartree
- Charge: +2

Each line ends with the Mulliken charge.
Geometry (Å):
1 Ti 0.49253 -0.13164 4.25679  0.44
2 C -1.12253 1.59984 3.91316  -0.03
3 C -1.23376 0.42418 3.13342  -0.51
4 C -0.84492 0.32676 1.67794  -0.89
5 C 0.63204 -0.02683 1.35607  -0.46
6 C 1.64905 0.26621 2.43396  -0.37
7 C 1.75159 1.47511 3.15253  -0.26
8 C 0.96107 2.71554 2.82575  -0.93
9 C -0.44413 2.85455 3.47048  -1.08
10 C 0.62617 -2.18359 4.57754  -1.14
11 H -1.86711 1.75714 4.69757  0.70
12 H -1.93926 -0.34598 3.46801  0.66
13 H -1.09731 1.25359 1.14274  0.25
14 H -1.46309 -0.47074 1.22341  0.56
15 H 0.69120 -1.10246 1.10067  0.44
16 H 0.91041 0.49284 0.41960  0.25
17 H 2.49133 -0.43362 2.47811  0.79
18 H 2.69003 1.66455 3.68816  0.50
19 H 0.87433 2.84570 1.73403  0.35
20 H 1.56060 3.57883 3.18167  0.44
21 H -0.33598 3.52136 4.34570  0.48
22 H -1.07559 3.41392 2.76238  0.37
23 H 0.40945 -2.32772 5.65685  0.39
24 H 1.68163 -2.46774 4.38967  0.37
25 H -0.05211 -2.80708 3.96480  0.36
26 P 1.33854 -1.16336 -3.39982  0.02
27 P -1.71694 -0.83460 -3.08382  -0.23
28 N 2.78046 -0.20688 -3.50297  0.41
29 N 2.08960 -2.41852 -4.50493  0.28
30 N -1.95907 0.87722 -2.90593  0.38
31 N -3.38850 -1.10798 -3.61995  0.33
32 C 0.47055 -0.29825 -4.77185  -0.65
33 C -1.00611 -0.69092 -4.78805  -1.11
34 C 3.34451 0.36395 -2.35633  -0.32
35 C 4.40503 1.17186 -2.74273  -0.64
36 C 4.50583 1.10419 -4.17234  -0.71
37 C 3.48744 0.26667 -4.61241  -0.08
38 C 2.22793 -3.72751 -4.04550  -0.46
39 C 2.73962 -4.51031 -5.07430  -0.64
40 C 2.90985 -3.66731 -6.21121  -0.77
41 C 2.50134 -2.39326 -5.83489  -0.01
42 C -1.73159 1.52661 -1.69008  -0.09
43 C -1.87478 2.89029 -1.88265  -0.13
44 C -2.16152 3.10203 -3.26508  -1.34
45 C -2.20159 1.85728 -3.87010  0.01
46 C -4.23369 -0.39370 -4.47597  -0.07
47 C -5.35562 -1.16561 -4.75044  -0.62
48 C -5.18392 -2.41626 -4.06797  -0.59
49 C -3.97154 -2.36520 -3.40136  -0.42
50 H 0.92835 -0.56916 -5.73513  0.45
51 H 0.60019 0.79133 -4.66256  0.51
52 H -1.56110 0.01242 -5.42406  0.42
53 H -1.12818 -1.68609 -5.23938  0.56
54 H 2.92123 0.11352 -1.39444  0.30
55 H 5.03379 1.75042 -2.08254  0.40
56 H 5.22393 1.59585 -4.81431  0.44
57 H 3.23690 -0.01396 -5.62174  0.22
58 H 1.93237 -3.96137 -3.03324  0.38
59 H 2.96095 -5.56434 -5.01463  0.41
60 H 3.27029 -3.93671 -7.19389  0.44
61 H 2.47535 -1.50112 -6.44686  0.27
62 H -1.50158 0.92785 -0.81625  -0.19
63 H -1.79108 3.65611 -1.12159  0.42
64 H -2.31909 4.03760 -3.78375  0.45
65 H -2.39099 1.62126 -4.90914  0.41
66 H -3.99699 0.59599 -4.82711  0.25
67 H -6.18877 -0.86315 -5.37171  0.45
68 H -5.86930 -3.25131 -4.07961  0.42
69 H -3.44104 -3.08599 -2.79700  0.36
70 O 0.62943 0.46834 6.00054  -0.44
71 N 0.17523 0.68661 7.27419  0.25
72 C -1.13172 0.44636 7.55340  0.07
73 C -1.52388 0.30889 8.88507  -0.81
74 C -0.61727 0.63896 9.89597  -0.14
75 C 0.71432 0.89906 9.56754  -0.65
76 C 1.08861 0.97095 8.22831  0.03
77 H -1.80462 0.31038 6.70889  0.42
78 H -2.53632 -0.06396 9.07397  0.39
79 H -0.94149 0.70597 10.94084  0.42
80 H 1.49199 1.04395 10.32327  0.39
81 H 2.09896 1.22213 7.89660  0.43

[3]
Density functional theory data (ωB97M-V/def2-TZVPD) for a structure of composition C32H41BBrF9ILuNO3PSSe.

Properties
- HOMO energy: -0.6 eV
- HOMO-LUMO gap: 0.1648 hartree
- Charge: -2

Each line ends with the Mulliken charge.
Geometry (Å):
1 Lu -2.07517 -0.63424 -0.66655  1.84
2 N -2.53068 0.67773 1.64364  -0.33
3 C -3.96293 0.81137 1.87332  -0.54
4 C -4.73388 0.67013 0.51802  0.60
5 O -5.91584 1.00149 0.48373  -0.78
6 O -4.04760 0.19798 -0.46590  -0.75
7 H -2.02776 0.10709 2.32994  0.10
8 H -2.02884 1.56156 1.57819  0.11
9 H -4.24240 1.77953 2.29758  0.38
10 H -4.34263 0.01898 2.52916  0.19
11 F -5.53684 -4.55155 4.30026  -0.36
12 C -4.43658 -4.05262 3.69865  0.53
13 C -4.59482 -3.27949 2.53718  -0.17
14 F -5.80920 -2.99573 2.03187  -0.29
15 C -3.44643 -2.82456 1.92205  -0.71
16 F -3.63122 -2.01479 0.83776  -0.13
17 C -2.14685 -3.09703 2.37479  0.66
18 S -0.78182 -2.45758 1.59199  -0.17
19 C -2.04645 -3.83196 3.57188  0.28
20 F -0.81808 -4.06020 4.07532  -0.32
21 C -3.16229 -4.32155 4.24770  -0.07
22 F -3.01143 -5.03248 5.38737  -0.32
23 Br -3.78720 5.54594 -3.44517  -0.27
24 C -4.05896 3.69532 -3.90917  -0.14
25 C -4.46852 3.39341 -5.20250  -0.24
26 C -4.63151 2.07705 -5.60174  -0.59
27 C -4.47692 1.04051 -4.68257  -0.46
28 C -4.15006 1.32450 -3.37865  -0.10
29 C -3.85060 2.64715 -3.01278  0.15
30 I -3.05114 3.10785 -1.08590  0.28
31 H -4.61414 4.20786 -5.90245  0.33
32 H -4.90882 1.87734 -6.63672  0.32
33 H -4.61652 0.00669 -4.99115  0.40
34 H -4.13694 0.57101 -2.58968  0.40
35 Se -0.98375 0.38910 -2.83840  -1.17
36 O -0.03879 0.32520 0.56597  1.44
37 P 1.39687 0.69270 0.70300  -1.14
38 C 2.45802 -0.51454 -0.28673  0.99
39 C 1.56930 -1.44379 -1.14093  0.88
40 C 2.34881 -2.57065 -1.87754  -1.19
41 C 3.56790 -2.06068 -2.63775  -0.81
42 C 4.45635 -1.22316 -1.70545  -1.12
43 C 3.73150 -0.04673 -1.03004  -0.31
44 C 2.09237 0.58950 2.45129  0.22
45 C 1.42670 -0.49856 3.30263  -0.51
46 C 2.10412 -1.88472 3.27932  -0.06
47 C 3.58333 -1.75868 3.66035  -1.39
48 C 4.35314 -0.77057 2.78122  -0.29
49 C 3.63352 0.58718 2.65106  -1.00
50 C 1.43936 2.55371 0.38177  0.13
51 C 0.70489 2.91909 -0.92709  0.22
52 C 1.59144 2.99019 -2.16062  -0.57
53 C 2.80487 3.90795 -1.94612  -1.08
54 C 3.64013 3.54455 -0.71511  -0.37
55 C 2.75737 3.37363 0.54077  -1.23
56 H 2.82656 -1.16477 0.51683  -0.23
57 H 0.98397 -0.86787 -1.89143  -0.39
58 H 0.81340 -1.90505 -0.49786  -0.41
59 H 1.65859 -3.10965 -2.54658  0.44
60 H 2.68021 -3.31028 -1.12379  0.34
61 H 3.25961 -1.44594 -3.48685  0.31
62 H 4.12965 -2.89667 -3.07016  0.45
63 H 5.34057 -0.86098 -2.25400  0.43
64 H 4.92522 -1.87668 -0.95046  0.30
65 H 3.49269 0.70312 -1.78802  0.31
66 H 4.42766 0.45037 -0.33540  0.15
67 H 1.73864 1.54341 2.87566  0.58
68 H 0.38070 -0.61457 3.02185  -0.59
69 H 1.45914 -0.16154 4.34043  0.72
70 H 1.95696 -2.37179 2.30887  0.07
71 H 1.59716 -2.53627 4.00528  0.49
72 H 4.08597 -2.72977 3.62957  0.46
73 H 3.63646 -1.45067 4.71704  0.39
74 H 4.53392 -1.22054 1.79704  -0.15
75 H 5.35071 -0.58669 3.19301  0.54
76 H 4.10760 1.15089 1.82990  0.04
77 H 3.87050 1.15460 3.54954  0.53
78 H 0.76120 2.86388 1.19967  0.45
79 H 0.21097 3.89075 -0.79477  0.68
80 H -0.09240 2.20538 -1.10954  -0.94
81 H 0.97795 3.34469 -2.99696  0.47
82 H 1.89080 1.99144 -2.48688  0.13
83 H 2.44352 4.93000 -1.78996  0.43
84 H 3.44022 3.96962 -2.84693  0.39
85 H 4.36743 4.34366 -0.49143  0.40
86 H 4.25070 2.67144 -0.90455  0.17
87 H 2.44405 4.37220 0.83711  0.56
88 H 3.37230 3.00759 1.38215  0.18
89 F -1.50911 -2.65381 -1.40599  -0.19
90 B -2.82462 -3.23472 -1.86083  0.13
91 F -2.73076 -3.85666 -3.08740  -0.34
92 F -3.30009 -4.03037 -0.82672  -0.38
93 F -3.51443 -1.97518 -1.96853  -0.38

F_max, respectively: 0.028; 0.086; 0.030 Eh/bohr.
Energy above the lowest of the compared OMol25 structures with the same formula, charge and spin, respectively: 0.3938; 0.4880; 0.0000 eV.